[1]
One molecule with the formula C21H23ClN4O2S, computed with the ωB97M-V functional and the def2-TZVPD basis.

The geometry in XYZ format:
```
52
Properties=species:S:1:pos:R:3
C 0.779 0.397 4.756
H 0.776 1.266 4.101
C 0.612 -0.873 3.931
C -0.688 -0.890 3.140
H -1.533 -0.910 3.822
H -0.751 -0.002 2.516
H -0.725 -1.772 2.504
H 0.681 -1.754 4.582
O 1.681 -0.958 2.972
C 2.742 -1.687 3.273
O 2.941 -2.235 4.324
C 3.709 -1.793 2.106
H 3.616 -2.790 1.673
H 4.730 -1.632 2.450
S 3.369 -0.588 0.801
C 1.896 -1.287 0.205
N 1.494 -2.512 0.413
N 0.328 -2.663 -0.231
C 0.031 -1.541 -0.821
N 1.008 -0.611 -0.580
C 1.077 0.777 -0.981
C 0.702 1.681 0.169
C 1.682 2.334 0.904
C 1.336 3.127 1.984
C 0.006 3.276 2.340
C -0.978 2.635 1.607
C -0.631 1.841 0.527
H -1.405 1.349 -0.043
H -2.017 2.751 1.876
H -0.264 3.893 3.184
H 2.108 3.627 2.549
H 2.720 2.219 0.630
H 0.396 0.911 -1.825
H 2.101 0.985 -1.303
C -1.168 -1.315 -1.669
N -0.752 -0.901 -2.996
C -1.665 -0.574 -3.982
C -2.993 -0.247 -3.706
C -3.846 0.152 -4.719
C -3.385 0.228 -6.021
C -2.070 -0.098 -6.319
C -1.223 -0.496 -5.307
H -0.200 -0.753 -5.537
H -1.716 -0.044 -7.336
Cl -4.456 0.724 -7.288
H -4.872 0.399 -4.494
H -3.378 -0.309 -2.701
H 0.046 -1.417 -3.342
H -1.785 -0.523 -1.233
H -1.750 -2.247 -1.673
H 1.719 0.366 5.302
H -0.037 0.481 5.468
```

Computed properties:
LUMO   0.449 eV
HOMO-LUMO gap   8.7 eV

Atomic partial charges in e from the natural (NBO) method, atoms 1 to 8: C -0.630; H 0.215; C 0.092; C -0.631; H 0.214; H 0.211; H 0.228; H 0.206

---

[2]
C21H23CsN9O3PS2 as an isolated structure, computed with the ωB97M-V functional and the def2-TZVPD basis.

The geometry in XYZ format:
```
60
Properties=species:S:1:pos:R:3
Cs 0.032 0.025 -0.056
C -0.020 5.927 -2.197
N 0.006 4.955 -1.133
C 0.035 5.260 0.207
C 0.047 4.082 0.884
N 0.030 3.049 -0.037
C 0.005 3.580 -1.213
P -0.051 2.700 -2.805
C -1.728 1.637 -2.596
N -2.585 0.897 -1.725
C -3.434 0.363 -2.787
C -3.421 1.104 -3.892
N -2.350 1.940 -3.804
C -2.175 3.002 -4.754
C 1.786 1.537 -2.616
N 2.646 0.821 -1.805
C 3.475 0.277 -2.874
C 3.425 1.022 -3.979
N 2.344 1.842 -3.841
C 2.118 2.902 -4.794
H -0.012 6.923 -1.760
H -0.921 5.811 -2.800
H 0.850 5.822 -2.843
H 0.043 6.255 0.627
H 0.068 3.805 1.932
H -3.733 -0.622 -2.395
H -4.216 1.065 -4.635
H -3.023 2.976 -5.436
H -1.258 2.880 -5.331
H -2.162 3.973 -4.250
H 3.790 -0.707 -2.493
H 4.190 0.993 -4.752
H 2.940 2.875 -5.506
H 2.121 3.876 -4.304
H 1.181 2.765 -5.332
N 6.508 -5.734 -3.261
C 5.226 -5.150 -3.368
C 4.484 -5.294 -4.539
C 3.194 -4.800 -4.616
C 2.613 -4.183 -3.517
C 3.326 -4.077 -2.336
C 4.617 -4.583 -2.256
S 0.963 -3.502 -3.694
O 1.120 -2.449 -4.665
O 0.120 -4.625 -4.071
N 0.614 -2.883 -2.303
C 0.256 -3.617 -1.232
S 0.105 -5.380 -1.147
C -0.293 -5.256 0.537
C -0.278 -3.946 0.888
N 0.029 -3.032 -0.072
H 6.999 -5.777 -4.140
H 7.074 -5.312 -2.542
H 4.921 -5.791 -5.399
H 2.629 -4.893 -5.534
H 2.880 -3.604 -1.472
H 5.152 -4.521 -1.315
H -0.516 -6.102 1.164
H -0.499 -3.618 1.897
O 0.068 -0.003 2.519
```

Computed properties:
Net charge   -2
LUMO (alpha / beta)   3.941 / 4.056 eV
HOMO-LUMO gap (alpha / beta)   5.8 / 3.3 eV

Atomic partial charges in e from the Löwdin method, atoms 1 to 8: Cs 0.982; C -0.075; N -0.146; C -0.117; C -0.132; N -0.025; C -0.556; P 1.082

---

[3]
C21H23FN2O5S as an isolated structure, computed with the ωB97M-V functional and the def2-TZVPD basis.

The geometry in XYZ format:
```
53
Properties=species:S:1:pos:R:3
C -0.377 -0.596 4.075
C -0.285 -0.047 2.560
C -1.503 0.051 1.778
C -1.436 0.462 0.601
C -0.059 0.789 0.019
C 0.949 0.536 0.767
C 0.886 0.109 2.195
N 2.301 -0.070 2.580
C 2.957 -1.223 2.947
O 3.921 -1.056 3.612
C 2.180 -2.658 2.449
H 3.138 -3.385 2.501
H 1.639 -2.668 3.292
O 1.658 -2.459 1.176
C 0.555 -2.755 1.015
O -0.341 -3.156 2.092
C 0.027 -2.444 -0.229
C 0.911 -2.337 -1.259
C 0.529 -2.160 -2.826
C -0.911 -2.278 -2.950
C -1.651 -2.488 -2.026
C -1.475 -2.758 -0.621
F -2.371 -2.859 0.195
H -2.951 -2.553 -2.151
H -0.975 -2.207 -4.248
H 1.259 -1.933 -3.496
H 2.070 -2.182 -0.979
H 2.653 0.750 2.689
H 1.805 0.675 0.249
S -0.337 1.248 -1.671
O -1.376 0.488 -2.496
O 1.167 1.035 -2.295
N -0.740 2.807 -1.560
C 0.477 3.700 -0.995
C -0.116 4.988 -0.513
C -1.087 5.563 -1.817
C -1.921 4.722 -2.263
C -1.681 3.393 -2.501
H -0.812 3.535 -3.496
H -2.308 2.505 -2.883
H -2.881 4.628 -1.252
H -2.815 5.016 -2.835
H -0.282 5.851 -2.416
H -1.344 6.632 -1.168
H 0.745 5.485 -0.280
H -0.798 4.947 0.235
H 1.099 3.940 -1.852
H 0.904 3.301 -0.237
H -2.330 0.465 -0.061
H -2.407 -0.385 2.494
H 0.684 -0.521 4.484
H -1.033 -0.105 4.544
H -0.550 -1.590 3.887
```

Computed properties:
LUMO   0.104 eV
HOMO-LUMO gap   8.4 eV

Atomic partial charges in e from the natural (NBO) method, atoms 1 to 8: C -0.604; C 0.044; C -0.195; C -0.212; C -0.319; C -0.112; C 0.066; N -0.630

---

[4]
C21H23N3O5ReSi as an isolated structure, computed with the ωB97M-V functional and the def2-TZVPD basis.

The geometry in XYZ format:
```
54
Properties=species:S:1:pos:R:3
Re 0.274 -0.114 -1.110
C 1.597 -0.361 -3.324
Si 3.142 -0.115 -2.268
C 4.248 -1.562 -2.331
C 3.845 1.555 -2.442
N 2.175 -0.125 -0.701
C 2.597 -0.067 0.595
C 3.937 0.081 1.023
C 4.198 0.244 2.359
C 3.144 0.247 3.286
C 1.810 0.060 2.896
C 1.575 -0.110 1.568
O 0.309 -0.364 1.005
C -0.853 -0.406 1.863
C -1.586 0.749 2.007
C -2.726 0.690 2.799
C -3.084 -0.505 3.417
C -2.304 -1.646 3.253
C -1.164 -1.605 2.458
H 1.827 -0.426 -4.393
H 0.890 0.504 -3.287
H 1.095 -1.321 -3.143
H 4.751 -1.583 -3.304
H 3.689 -2.494 -2.220
H 5.025 -1.529 -1.565
H 4.244 1.679 -3.455
H 4.664 1.733 -1.743
H 3.074 2.312 -2.283
H 4.740 0.095 0.296
H 5.216 0.380 2.699
H 3.362 0.396 4.336
H 1.007 0.042 3.621
H -1.269 1.676 1.539
H -3.324 1.582 2.944
H -3.969 -0.544 4.040
H -2.577 -2.571 3.747
H -0.537 -2.479 2.316
C -2.748 -2.538 -0.910
C -2.850 -1.056 -0.984
N -1.847 -0.188 -1.131
C -2.391 1.085 -1.135
C -3.725 0.997 -0.967
N -3.984 -0.352 -0.901
C -4.866 1.953 -0.793
O -4.579 3.238 -0.746
O -5.958 1.486 -0.629
C -1.446 2.196 -1.287
O -1.767 3.351 -1.289
O -0.166 1.789 -1.393
H -1.705 -2.848 -0.928
H -3.259 -3.006 -1.753
H -3.203 -2.910 0.008
H -4.930 -0.705 -0.795
H -3.620 3.415 -0.865
```

Computed properties:
Spin multiplicity   2
Net charge   +2
<S²>   0.7858
LUMO (alpha / beta)   -9.222 / -8.735 eV
HOMO-LUMO gap (alpha / beta)   5.8 / 6.3 eV

Atomic partial charges in e from the natural (NBO) method, atoms 1 to 8: Re 1.657; C -1.194; Si 1.795; C -1.162; C -1.158; N -0.746; C 0.028; C -0.153

---

[5]
One molecule with the formula C21H23N3O5S, computed with the ωB97M-V functional and the def2-TZVPD basis.

The geometry in XYZ format:
```
53
Properties=species:S:1:pos:R:3
C -4.010 1.913 -1.513
C -2.814 2.504 -0.864
C -1.603 2.896 -1.353
C -0.924 3.390 -0.205
N -1.678 3.281 0.865
O -2.858 2.737 0.458
N 0.333 3.930 -0.168
S 1.544 3.415 -1.223
O 1.084 3.603 -2.562
O 2.722 4.091 -0.778
C 1.657 1.673 -0.864
C 2.291 1.275 0.298
C 2.329 -0.065 0.622
C 1.725 -1.010 -0.213
C 1.113 -0.594 -1.395
C 1.078 0.751 -1.712
H 0.615 1.097 -2.622
H 0.664 -1.322 -2.048
N 1.762 -2.342 0.187
C 1.140 -3.421 -0.385
O 0.546 -3.383 -1.435
C 1.321 -4.710 0.404
C 0.065 -5.580 0.310
C -1.064 -5.117 1.238
O -1.537 -3.830 0.914
C -1.044 -2.707 1.513
C -0.302 -2.672 2.687
C 0.106 -1.459 3.223
C -0.219 -0.274 2.596
C -0.954 -0.307 1.421
C -1.372 -1.502 0.867
C -2.152 -1.549 -0.408
H -2.203 -0.563 -0.862
H -1.682 -2.245 -1.100
H -3.162 -1.912 -0.218
H -1.204 0.618 0.928
H 0.090 0.672 3.011
H 0.674 -1.454 4.142
H -0.044 -3.579 3.214
H -1.924 -5.780 1.097
H -0.752 -5.189 2.285
H -0.292 -5.544 -0.721
H 0.306 -6.613 0.562
H 1.580 -4.507 1.444
H 2.156 -5.244 -0.059
H 2.205 -2.490 1.084
H 2.815 -0.388 1.530
H 2.756 2.019 0.925
H 0.649 4.215 0.745
H -1.233 2.881 -2.354
H -4.774 2.677 -1.651
H -4.426 1.131 -0.882
H -3.742 1.505 -2.482
```

Computed properties:
LUMO   0.488 eV
HOMO-LUMO gap   8.9 eV

Atomic partial charges in e from the natural (NBO) method, atoms 1 to 8: C -0.668; C 0.358; C -0.406; C 0.311; N -0.192; O -0.279; N -0.849; S 2.327

---

| no. | maximum force (eV/A) |
| --- | --- |
| 1 | 1.24 |
| 2 | 6.26 |
| 3 | 19.38 |
| 4 | 2.18 |
| 5 | 1.53 |